No. 1
The following is a quantum chemistry calculation of one molecule with the formula C3HF5O3S at a distorted geometry, from the Open Molecules 2025 dataset.

Output
2S+1: 3
Total energy in eV: -33688.210
Energy relative to the best compared isomer or geometry (same formula, charge and spin) in eV: 0.000
M in g/mol: 212.095

The geometry in XYZ format:
```
13
C3HF5O3S (ωB97M-V with the def2-TZVPD basis set)
C -0.60392 -0.81278 0.95683
C -0.39665 0.89433 0.25338
C 0.20810 -1.69079 -0.05426
O 1.03080 2.76398 -2.20311
O -0.23749 -0.82874 2.14481
O 0.80821 1.49023 0.04874
F -1.13965 0.92786 -0.87618
F -1.07298 1.60722 1.16728
F 0.56494 -1.03631 -1.18281
F 1.34596 -2.13790 0.47444
F -0.50627 -2.75320 -0.44407
S 1.68035 2.43556 -0.98542
H -1.68141 -0.85947 0.70035
```

No. 2
The following is a quantum chemistry calculation of one molecule with the formula C3HF6NO3 at a distorted geometry, from the Open Molecules 2025 dataset.

Output
Total energy in eV: -27056.877
Energy relative to the best compared isomer or geometry (same formula, charge and spin) in eV: 4.673
SMILES: [O-][N+](OO)=C(C(F)(F)F)C(F)(F)F
M in g/mol: 213.033

The geometry in XYZ format:
```
14
C3HF6NO3 (ωB97M-V with the def2-TZVPD basis set)
O -0.89944 1.36579 1.31260
N -0.70537 0.25284 0.73784
O -1.35126 -0.82289 1.40963
O -1.59103 -0.36686 2.69704
C -0.02835 0.05822 -0.28104
C 0.18364 -1.22592 -1.05505
F 1.30411 -1.91973 -0.66456
F 0.56865 -1.00994 -2.34406
F -0.72445 -2.20256 -1.20384
C 0.91753 1.10466 -0.66935
F 1.99259 0.44731 -1.42579
F 1.54542 1.71787 0.36704
F 0.24389 2.10192 -1.41828
H -1.45592 0.49928 2.53784
```

No. 3
The following is a quantum chemistry calculation of an isolated ion of composition C3HF6O4S2 and charge -1 at a distorted geometry, from the Open Molecules 2025 dataset.

Output
Total energy in eV: -49292.919
Energy relative to the best compared isomer or geometry (same formula, charge and spin) in eV: 0.000
Charge: -1
SMILES: O=S(=O)(C(F)(F)F)[S@](=O)([O-])=CC(F)(F)F
M in g/mol: 279.159

The geometry in XYZ format:
```
16
C3HF6O4S2 (ωB97M-V with the def2-TZVPD basis set)
O -1.71366 1.60356 -1.09442
S -1.18730 0.34028 -0.62738
O -0.84994 -0.61741 -1.66273
C -2.76163 -0.48220 0.11380
F -3.29305 0.22490 1.11204
F -3.65769 -0.51073 -0.87972
F -2.59981 -1.73748 0.52779
S 0.46412 0.12280 0.96225
O -0.34810 -0.76615 1.75500
O 0.62249 1.46457 1.44257
C 1.93236 -0.59069 0.50138
C 2.68704 0.35734 -0.31875
F 3.61794 -0.24896 -1.08926
F 3.38056 1.26365 0.40897
F 1.95018 1.11789 -1.18167
H 1.75648 -1.54137 0.03016
```

No. 4
The following is a quantum chemistry calculation of C3HFHgO2 as an isolated structure at a distorted geometry, from the Open Molecules 2025 dataset.

Output
Total energy in eV: -14107.675
Energy relative to the best compared isomer or geometry (same formula, charge and spin) in eV: 2.345
M in g/mol: 288.627

The geometry in XYZ format:
```
8
C3HFHgO2 (ωB97M-V with the def2-TZVPD basis set)
C -0.28258 0.90257 0.06792
C -0.55616 -0.19012 -0.68228
O 0.01943 -1.46577 -0.51259
C 0.92148 -1.86813 0.35197
O 0.51513 1.06918 1.04805
F -1.18745 1.91785 -0.06710
H -1.40423 -0.21347 -1.35975
Hg 1.97438 -0.15212 1.15379
```

No. 5
The following is a quantum chemistry calculation of a 2-piece molecular cluster, C3HFO3 overall at a distorted geometry, from the Open Molecules 2025 dataset.

Output
2S+1: 3
Total energy in eV: -11983.207
Energy relative to the best compared isomer or geometry (same formula, charge and spin) in eV: 0.448
M in g/mol: 104.036

The geometry in XYZ format:
```
8
C3HFO3 (ωB97M-V with the def2-TZVPD basis set)
C -2.07665 -0.38835 0.82721
C 1.14825 0.68740 0.13155
C 1.11535 -0.05477 -0.94597
O -1.80037 -0.21091 1.94691
O 1.08424 1.34911 1.06300
O -2.23083 -0.61501 -0.29976
F 1.70070 -1.25603 -0.84626
H 1.05931 0.48857 -1.87669
```

No. 6
The following is a quantum chemistry calculation of C3HFeO2 as an isolated structure at a distorted geometry, from the Open Molecules 2025 dataset.

Output
2S+1: 5
Total energy in eV: -41597.518
Energy relative to the best compared isomer or geometry (same formula, charge and spin) in eV: 0.000
Charge: +1
M in g/mol: 124.884

The geometry in XYZ format:
```
7
C3HFeO2 (ωB97M-V with the def2-TZVPD basis set)
C -2.17754 -0.19376 -0.39222
C -1.31524 0.67773 -0.36002
O -0.18363 1.19668 -0.11791
C 2.55212 -0.60724 0.49438
O 2.66728 -1.72740 0.48713
H -3.09413 -0.74832 -0.32117
Fe 1.55114 1.40231 0.20982
```